[1]
An isolated ion of composition CN4O2S2 and charge -2, computed with wB97M-V/def2-TZVPD.

Last column: Mulliken charge in e.
Element x y z (Å)
C 0.0370 -0.8696 0.5275  0.6631
N -0.3622 -1.9463 1.2246  -0.4937
N -1.6248 -2.1282 0.8211  -0.3692
N -1.9569 -1.2240 -0.0525  -0.6595
N -0.9240 -0.4170 -0.2613  -0.0446
O 0.5787 2.8740 0.0017  -0.5552
O 1.9491 1.9739 -1.8023  -0.5967
S 1.5494 -0.0151 0.4877  -0.4485
S 0.7536 1.7524 -0.9465  0.5043

Output
Gap between HOMO and LUMO, Eh: 0.2340
Charge: -2
ΔE to the lowest compared entry with this formula, charge and spin, eV: 0.188
E_tot, Eh: -1203.9752

***

[2]
A 2-piece molecular cluster, CNO2S2 overall, computed with wB97M-V/def2-TZVPD.

Last column: Mulliken charge in e.
Element x y z (Å)
C -1.6883 0.3482 0.1972  0.2652
N -2.0728 0.7320 1.2150  -0.5505
O 2.2808 0.1109 -1.0300  -0.4080
O 1.4911 -0.3937 1.1850  -0.4136
S -1.4352 -0.1022 -1.3296  -0.5374
S 1.4243 -0.6953 -0.2377  0.6444

Output
Gap between HOMO and LUMO (alpha / beta), Eh: 0.2630 / 0.2630
Charge: -1
ΔE to the lowest compared entry with this formula, charge and spin, eV: 0.275
E_tot, Eh: -1039.7901

***

[3]
A 2-piece molecular cluster, CNO2S2 overall, computed with wB97M-V/def2-TZVPD.

Last column: Mulliken charge in e.
Element x y z (Å)
C -2.0335 -0.2183 0.2419  0.4257
N -2.4086 -1.1239 -0.4574  -0.6614
O 2.1888 1.0443 -1.3227  -0.4510
O -1.5252 0.6686 0.8653  -0.6821
S 2.3958 -0.6073 0.9977  -0.1639
S 1.3827 0.2365 -0.3248  0.5327

Output
Gap between HOMO and LUMO (alpha / beta), Eh: 0.1914 / 0.1913
Charge: -1
ΔE to the lowest compared entry with this formula, charge and spin, eV: 1.203
E_tot, Eh: -1039.7560

***

[4]
A 2-piece molecular cluster, CNO2S2 overall, computed with wB97M-V/def2-TZVPD.

Last column: Mulliken charge in e.
Element x y z (Å)
C 1.9755 0.3697 -0.0544  0.5731
N 2.6721 -0.5413 0.1985  -0.5238
O -1.8720 -1.7007 0.3292  -0.5043
O 1.2700 1.3058 -0.3068  -0.4979
S -2.6349 1.0081 0.0957  -0.3127
S -1.4107 -0.4415 -0.2623  0.2656

Output
Spin multiplicity: 3
Gap between HOMO and LUMO (alpha / beta), Eh: 0.2558 / 0.1256
Charge: -1
ΔE to the lowest compared entry with this formula, charge and spin, eV: 0.000
E_tot, Eh: -1039.6916

***

[5]
CNO4 as an isolated structure, computed with wB97M-V/def2-TZVPD.

Last column: Mulliken charge in e.
Element x y z (Å)
C 1.6217 0.2898 -0.0713  -0.0862
N -0.8287 -0.3652 -0.0454  1.0391
O -0.8512 0.2964 -1.0391  -0.6000
O 1.2129 1.3059 0.3541  -0.2766
O 0.2872 -0.8980 0.3065  -0.3952
O -1.8018 -0.6930 0.5983  -0.6812

Output
Gap between HOMO and LUMO, Eh: 0.3296
Charge: -1
ΔE to the lowest compared entry with this formula, charge and spin, eV: 2.597
E_tot, Eh: -393.7338

***

[6]
An isolated ion of composition CNO4 and charge -1, computed with wB97M-V/def2-TZVPD.

Last column: Mulliken charge in e.
Element x y z (Å)
C 0.7649 0.1393 0.1053  0.3572
N -0.6837 0.0311 0.0419  1.0228
O 1.0258 -1.3191 -0.5821  -0.7261
O 1.4137 1.0739 0.3949  -0.4787
O -1.2953 -0.4907 0.9610  -0.5890
O -1.2255 0.5656 -0.9209  -0.5862

Output
Gap between HOMO and LUMO, Eh: 0.3196
Charge: -1
Structure (SMILES): O=C([O-])[N+](=O)[O-]
ΔE to the lowest compared entry with this formula, charge and spin, eV: 2.712
E_tot, Eh: -393.7296

***

[7]
A 2-piece molecular cluster, CNO4S overall, computed with wB97M-V/def2-TZVPD.

Last column: Mulliken charge in e.
Element x y z (Å)
C 1.7766 0.0251 0.1053  0.7862
N -1.6330 0.0866 -0.0300  0.7145
O 2.1278 0.7196 -0.7744  -0.4456
O 1.7225 -0.6809 1.0456  -0.4409
O -1.2251 -0.8785 -0.7090  -0.5672
O -2.8263 0.2925 0.1560  -0.5794
S -0.5405 1.2724 0.4335  -0.4677

Output
Gap between HOMO and LUMO, Eh: 0.2805
Charge: -1
ΔE to the lowest compared entry with this formula, charge and spin, eV: 1.634
E_tot, Eh: -792.0161

***

[8]
An isolated ion of composition CNO4S and charge -1, computed with wB97M-V/def2-TZVPD.

Last column: Mulliken charge in e.
Element x y z (Å)
O -1.8070 1.6500 -0.6959  -0.4584
C -0.7611 1.0006 -0.9759  0.6800
N -0.0108 -0.0713 -1.1978  -0.3886
S 0.5350 -0.5498 0.4167  1.0730
O -0.6923 -1.0445 1.1759  -0.6144
O 1.0534 0.7091 1.0943  -0.6412
O 1.6828 -1.6942 0.1827  -0.6505

Output
Gap between HOMO and LUMO, Eh: 0.3237
Charge: -1
Structure (SMILES): O=C=NS(=O)(=O)[O-]
ΔE to the lowest compared entry with this formula, charge and spin, eV: 1.364
E_tot, Eh: -792.0260

***

[9]
CNO4S2Tm as an isolated structure, computed with wB97M-V/def2-TZVPD.

Last column: Mulliken charge in e.
Element x y z (Å)
Tm 1.5759 0.6254 -0.3822  2.0585
N -1.8041 1.8698 0.0371  -0.1283
S -1.3309 1.9273 -1.4582  0.5630
O 0.1220 1.4141 -1.6667  -0.5762
S -1.1949 1.3990 1.4105  0.5458
O 0.1877 0.6816 1.2300  -0.5522
O 1.3600 -1.7509 -0.2404  -0.5445
C 0.7940 -2.6048 0.3394  0.7673
O 0.2903 -3.5616 0.7305  -0.1334

Output
Spin multiplicity: 3
Gap between HOMO and LUMO (alpha / beta), Eh: 0.2656 / 0.2332
Charge: +2
E_tot, Eh: -2274.7766

***

[10]
CO2S in the gas phase, computed with wB97M-V/def2-TZVPD.

Last column: Mulliken charge in e.
Element x y z (Å)
C 0.0321 0.0470 0.2049  0.4074
O 1.0997 0.7104 -0.1014  -0.1203
O 1.0150 -0.7538 -0.0807  -0.1104
S -2.1469 -0.0036 -0.0228  -0.1767

Output
Gap between HOMO and LUMO, Eh: 0.2823
Structure (SMILES): S=C1OO1
ΔE to the lowest compared entry with this formula, charge and spin, eV: 5.194
E_tot, Eh: -586.5174

***

[11]
CO3S3 in the gas phase, computed with wB97M-V/def2-TZVPD.

Last column: Mulliken charge in e.
Element x y z (Å)
C 1.0948 0.2846 0.6772  0.4610
O -1.3302 -1.4972 -0.4096  -0.4714
O -1.4731 0.9605 -0.8659  -0.4575
O 0.7172 -0.0668 -0.7233  -0.2276
S 2.5780 0.4803 1.1224  -0.2471
S -0.3865 0.3073 1.5633  -0.0788
S -0.8213 -0.1813 -0.4164  1.0213

Output
Gap between HOMO and LUMO, Eh: 0.3424
ΔE to the lowest compared entry with this formula, charge and spin, eV: 1.241
E_tot, Eh: -1458.3189

***

[12]
CO4S2 in the gas phase, computed with wB97M-V/def2-TZVPD.

Last column: Mulliken charge in e.
Element x y z (Å)
C 0.2780 -0.4890 -1.2811  0.1965
O 0.7577 -2.7170 0.0198  -0.4469
O -0.2168 0.5642 -1.4234  -0.2300
O -0.5952 1.5925 1.7149  -0.3328
O -0.6286 -0.8398 0.8566  -0.3323
S -0.4482 -1.9945 -0.2888  0.6296
S 0.2169 0.3863 1.7431  0.5159

Output
Gap between HOMO and LUMO (alpha / beta), Eh: 0.2554 / 0.2939
ΔE to the lowest compared entry with this formula, charge and spin, eV: 3.645
E_tot, Eh: -1135.2991

***

[13]
A 2-piece molecular cluster, CO7S2 overall, computed with wB97M-V/def2-TZVPD.

Last column: Mulliken charge in e.
Element x y z (Å)
C 2.1882 -0.7103 -0.0177  0.6120
O 3.0649 -0.2947 -0.7175  -0.5496
O -1.9587 -1.4893 -0.8186  -0.6025
O 1.8427 -1.5379 0.7639  -0.5323
O 0.9902 1.7322 -1.0834  -0.6302
O 0.9075 1.2062 1.3413  -0.5688
O -3.1134 0.7558 -0.7821  -0.6061
O -2.4476 -0.2296 1.3926  -0.5508
S 0.6951 0.7108 -0.0298  0.6593
S -2.1689 -0.1431 -0.0488  0.7691

Output
Gap between HOMO and LUMO (alpha / beta), Eh: 0.2454 / 0.2349
Charge: -2
ΔE to the lowest compared entry with this formula, charge and spin, eV: 0.801
E_tot, Eh: -1361.1708

***

[14]
Ca3I as an isolated structure, computed with wB97M-V/def2-TZVPD.

Last column: Mulliken charge in e.
Element x y z (Å)
Ca -0.5210 -2.5939 0.1395  1.7632
Ca 2.6432 -0.0807 -0.9899  1.7493
Ca -1.9126 2.3573 1.1015  1.6714
I -0.2095 0.3172 -0.2511  -0.1839

Output
Gap between HOMO and LUMO, Eh: 0.3661
Charge: +5
ΔE to the lowest compared entry with this formula, charge and spin, eV: 3.387
E_tot, Eh: -2328.1586

***

[15]
Ca6O12P3 as an isolated structure, computed with wB97M-V/def2-TZVPD.

Last column: Mulliken charge in e.
Element x y z (Å)
Ca 2.5659 31.7356 7.1435  1.2857
Ca 7.9708 35.0887 1.4897  0.8620
Ca 4.7847 28.4084 0.8174  1.1457
Ca 6.1629 35.8142 8.7870  0.6080
Ca 7.2394 26.8974 8.2635  1.8083
Ca 11.7761 28.4406 4.3792  1.1085
P 3.1360 27.9820 10.8503  0.8649
O 3.9264 26.6214 10.9776  -0.4370
O 3.7060 28.7226 9.6555  -0.6775
O 3.2150 28.5172 12.2108  -0.3259
O 1.6350 27.6550 10.7637  -0.3569
P 10.7026 24.0712 8.7870  0.8128
O 10.9872 24.6949 10.1216  -0.2594
O 9.3837 23.6982 9.3120  -0.3522
O 11.5919 22.7597 8.8590  -0.4496
O 10.5319 25.0285 7.6755  -0.6640
P 6.5555 30.6294 4.5349  0.6709
O 6.8574 30.8575 3.0601  -0.6902
O 5.1790 29.9558 4.4380  -0.5995
O 6.0172 31.8967 5.2395  -0.6223
O 7.6926 29.8767 5.2903  -0.7325

Output
Gap between HOMO and LUMO, Eh: 0.0664
Charge: +3
ΔE to the lowest compared entry with this formula, charge and spin, eV: 26.926
E_tot, Eh: -5991.0342

***

[16]
CaH2O as an isolated structure, computed with wB97M-V/def2-TZVPD.

Last column: Mulliken charge in e.
Element x y z (Å)
O 0.8434 0.2123 4.8556  -0.6744
H 1.2708 0.0680 5.7302  0.3479
H 0.0129 -0.3139 4.8956  0.3308
Ca 0.0000 0.0000 0.0000  1.9957

Output
Gap between HOMO and LUMO, Eh: 0.1845
Charge: +2
ΔE to the lowest compared entry with this formula, charge and spin, eV: 2.072
E_tot, Eh: -753.3192

***

[17]
CaH4N4O14 as an isolated structure, computed with wB97M-V/def2-TZVPD.

Last column: Mulliken charge in e.
Element x y z (Å)
Ca 9.2950 4.3276 6.1137  2.0613
N 6.6242 6.5237 5.2616  0.8138
O 6.1697 6.8803 6.3585  -0.5682
O 7.7898 6.0362 5.1826  -0.6119
O 5.9497 6.6666 4.2068  -0.6742
N 11.2890 6.1090 4.9830  1.1050
O 10.7683 5.1736 4.3327  -0.6432
O 10.7905 6.3860 6.0869  -0.5302
O 12.3981 6.5633 4.6178  -0.7028
N 6.5803 3.6842 8.2834  0.8116
O 5.5774 4.3892 8.3598  -0.5886
O 6.8887 2.9159 9.2223  -0.6679
O 7.2944 3.6508 7.2350  -0.6213
N 9.4917 5.7287 9.5147  0.7142
O 10.4516 5.4218 10.2524  -0.7007
O 8.6241 6.5341 9.8760  -0.5966
O 9.4275 5.2468 8.3436  -0.5306
O 8.7141 3.0162 4.2642  -0.5583
H 7.7582 2.8701 4.3503  0.3079
H 8.9913 2.4415 3.5471  0.2203
O 11.1706 3.1986 6.7834  -0.5706
H 11.6356 2.4972 6.3157  0.2335
H 11.8522 3.6625 7.2902  0.2977

Output
Gap between HOMO and LUMO, Eh: 0.2313
Charge: -2
ΔE to the lowest compared entry with this formula, charge and spin, eV: 1.159
E_tot, Eh: -1952.1692

***

[18]
Cd2Cl7O28 as an isolated structure, computed with wB97M-V/def2-TZVPD.

Last column: Mulliken charge in e.
Element x y z (Å)
Cd 1.1949 0.4538 3.1124  1.5984
Cd 2.4517 1.7261 -1.7953  1.1849
Cl -1.4733 -4.4516 -0.9534  1.6118
O -2.3302 -5.5705 -1.4161  -0.7146
O -1.4830 -4.4798 0.5607  -0.6326
O -0.0607 -4.6353 -1.4830  -0.7039
O -1.8913 -3.1275 -1.3703  -0.5679
Cl -1.8389 3.9967 -1.1068  1.5371
O -1.7101 5.2585 -1.9779  -0.7371
O -0.5183 3.2604 -0.9770  -0.6757
O -2.4039 4.3939 0.1768  -0.6438
O -2.8211 3.1201 -1.7615  -0.6005
Cl 1.4077 -0.4239 -0.3250  1.7856
O 2.1345 -0.5087 0.9556  -0.6737
O 0.3975 -1.5589 -0.3870  -0.3204
O 0.7044 0.8975 -0.3128  -0.0254
O 2.3526 -0.3828 -1.5104  -0.8736
Cl 0.3491 -3.1412 3.4205  1.4722
O -0.7362 -3.5791 2.4277  -0.4183
O -0.4105 -3.2216 4.7051  -0.6514
O 1.5645 -3.9164 3.2227  -0.6081
O 0.8016 -1.6945 3.3136  -0.7059
Cl 3.2986 2.9503 1.3545  1.4356
O 2.5221 2.8857 0.0093  -0.5262
O 2.9175 4.3270 1.9409  -0.5450
O 2.7288 1.8846 2.3335  -0.5732
O 4.8330 2.8280 1.1120  -0.5634
Cl -2.1030 0.2628 1.2376  1.3832
O -1.7711 0.1121 -0.2278  -0.4104
O -2.8166 1.5271 1.5843  -0.6270
O -2.9522 -0.9448 1.6144  -0.6713
O -0.9195 0.1242 2.1130  -0.6733
Cl -0.3018 0.3183 -3.9814  1.5071
O -0.2881 0.5455 -5.4270  -0.6406
O -0.2674 -1.1081 -3.5535  -0.5447
O 0.9225 0.9929 -3.4412  -0.6766
O -1.4839 0.8791 -3.1872  -0.5110

Output
Gap between HOMO and LUMO, Eh: 0.1314
Charge: -3
E_tot, Eh: -5661.4285

***

[19]
CdF12N3O12PS6 as an isolated structure, computed with wB97M-V/def2-TZVPD.

Last column: Mulliken charge in e.
Element x y z (Å)
Cd 0.2666 0.4371 0.3631  2.7844
N 1.5627 1.3009 -0.8083  0.0311
S 2.8319 0.9387 -1.4991  0.8787
O 3.8745 1.8960 -1.2440  -0.6679
O 2.7303 0.2645 -2.7683  -0.5653
F 3.3692 -0.2523 -0.5444  -0.2908
S 1.2886 2.8051 -1.5995  0.9175
O 1.4359 2.8719 -3.0698  -0.5603
O 1.7098 3.9145 -0.8131  -0.5681
F -0.3305 2.8321 -1.3497  -0.2533
N -1.6161 0.5713 0.1961  0.5489
S -2.4968 0.4607 -1.2169  0.8553
O -2.6325 1.7094 -1.9000  -0.5504
O -3.6276 -0.4790 -1.3450  -0.5483
F -1.3968 -0.3464 -2.1655  -0.3444
S -2.9104 0.8709 0.9668  0.7119
O -3.7106 -0.2933 1.3751  -0.5828
O -3.5805 2.1873 0.8150  -0.6349
F -2.1784 1.0602 2.3175  -0.2657
N -0.4055 -3.3669 -1.6686  -0.2863
S 0.7429 -2.8933 -0.6019  0.7993
O 1.2688 -3.8299 0.3309  -0.5734
O 0.6966 -1.4780 -0.1516  -0.9017
F 1.8846 -2.7891 -1.6805  -0.2888
S -1.4315 -3.6627 -0.6694  1.0620
O -1.7248 -2.7273 0.3986  -0.5163
O -1.6050 -4.9902 -0.2036  -0.6501
F -2.7967 -3.5142 -1.6193  -0.3631
P 1.3133 0.9909 2.9201  1.2255
F 0.1989 -0.0253 2.3415  -0.5126
F 0.7451 1.8627 1.6379  -0.4852
F 0.0899 1.2824 4.0181  -0.3681
F 2.3225 2.1608 3.4280  -0.3425
F 1.8612 -0.0613 4.0241  -0.3689
F 2.2504 0.2917 1.7859  -0.3255

Output
Gap between HOMO and LUMO, Eh: 0.3598
Charge: -2
ΔE to the lowest compared entry with this formula, charge and spin, eV: 1.225
E_tot, Eh: -5163.8738

***

[20]
CdF22N2O8P3S4 as an isolated structure, computed with wB97M-V/def2-TZVPD.

Last column: Mulliken charge in e.
Element x y z (Å)
Cd -9.7448 -13.0364 14.1095  1.4826
N -16.9978 -13.3634 15.8803  -0.1275
S -16.9561 -12.2766 16.8134  1.0467
O -16.1848 -11.1592 16.3886  -0.5486
O -17.2345 -12.4578 18.2725  -0.5721
F -18.4305 -11.6969 16.4355  -0.3545
S -15.5847 -14.0950 16.4260  1.0609
O -15.6205 -14.7705 17.7019  -0.5045
O -14.3456 -13.5328 15.8685  -0.5177
F -15.7846 -15.3344 15.3822  -0.2937
N -6.8779 -15.7757 14.8828  -0.1219
S -6.9727 -17.4530 15.3514  1.0731
O -6.9929 -17.6162 16.8200  -0.5138
O -6.4198 -18.4618 14.4932  -0.4936
F -8.5606 -17.7221 15.0191  -0.2890
S -5.3640 -15.8912 14.7232  1.0235
O -4.8346 -16.2164 13.3707  -0.5156
O -4.5441 -16.0206 15.9118  -0.4976
F -5.2932 -14.2477 14.6934  -0.3488
P -9.5730 -8.7559 11.5941  1.1301
F -9.7522 -9.3168 10.0773  -0.3446
F -10.7858 -9.7363 11.8833  -0.3375
F -8.5354 -9.9862 11.9600  -0.3775
F -9.5268 -8.2545 13.1576  -0.3432
F -8.2859 -7.8229 11.2467  -0.3563
F -10.5559 -7.4957 11.2716  -0.3592
P -10.7129 -16.5252 9.2744  1.1567
F -10.8528 -15.7504 10.6849  -0.3626
F -9.1764 -15.8988 9.2040  -0.3660
F -10.0836 -17.8245 10.0866  -0.3615
F -10.5000 -17.3309 7.8398  -0.3736
F -12.2405 -17.0988 9.3268  -0.3564
F -11.3640 -15.2611 8.5483  -0.3365
P -9.2039 -11.6108 19.6572  1.1386
F -7.7160 -12.2292 19.9481  -0.3516
F -9.8881 -13.0093 19.1676  -0.3748
F -9.8584 -12.0392 21.1252  -0.3714
F -10.5934 -11.0690 19.1647  -0.3282
F -8.6998 -10.1000 20.0712  -0.3638
F -8.7979 -11.3996 18.1504  -0.3484

Output
Gap between HOMO and LUMO, Eh: 0.0683
Charge: -3
ΔE to the lowest compared entry with this formula, charge and spin, eV: 2.017
E_tot, Eh: -5693.4062